(1)
Molecular formula: C53H85BrO33
Method: DFT, ωB97M-V/def2-TZVPD

Results
SMILES: CCCCCCCCCCCCOC(=O)OBr.C[C@@H]1COC(=O)O1.C[C@@H]1COC(=O)O1.C[C@@H]1COC(=O)O1.C[C@@H]1COC(=O)O1.C[C@@H]1COC(=O)O1.C[C@@H]1COC(=O)O1.C[C@@H]1COC(=O)O1.C[C@@H]1COC(=O)O1.C[C@@H]1COC(=O)O1.C[C@@H]1COC(=O)O1
LUMO: -0.049 Eh
HOMO energy: -9.958 eV
charge: 0
F_max: 2.70 eV/Å

Last column: Mulliken charge in e.
Atoms and positions in Å:
C  6.04  -4.62  1.32  -1.06
C  5.83  -3.50  2.34  -0.30
C  4.37  -3.07  2.43  -1.15
C  3.97  -2.07  1.32  0.78
C  4.40  -0.64  1.71  -0.83
C  4.93  0.16  0.51  -0.85
C  6.23  -0.44  -0.07  -0.22
C  6.03  -0.82  -1.56  -0.89
C  6.84  -2.06  -2.03  -0.88
C  5.86  -3.16  -2.38  0.39
C  6.43  -4.29  -3.22  -0.64
C  5.40  -5.40  -3.54  -0.46
O  4.25  -5.38  -2.66  -0.32
C  3.15  -4.72  -3.04  0.83
O  2.16  -4.68  -2.33  -0.50
O  3.22  -4.10  -4.27  -0.44
Br  2.54  -2.41  -4.20  0.13
H  5.75  -5.57  1.76  0.44
H  7.08  -4.66  1.01  0.32
H  5.44  -4.47  0.43  0.03
H  6.46  -2.65  2.10  0.16
H  6.12  -3.89  3.31  0.46
H  4.25  -2.54  3.38  0.38
H  3.71  -3.94  2.43  0.48
H  4.45  -2.36  0.39  -0.70
H  2.89  -2.11  1.25  0.44
H  3.54  -0.11  2.09  0.29
H  5.10  -0.68  2.54  0.32
H  5.14  1.17  0.84  0.34
H  4.15  0.18  -0.24  0.33
H  6.54  -1.34  0.46  -0.14
H  6.99  0.33  -0.04  0.56
H  4.98  -1.05  -1.68  0.28
H  6.22  0.03  -2.21  0.58
H  7.39  -1.76  -2.92  0.36
H  7.51  -2.35  -1.22  0.43
H  5.38  -3.57  -1.49  -0.13
H  5.08  -2.69  -2.97  -0.08
H  7.26  -4.75  -2.69  0.34
H  6.83  -3.92  -4.16  0.36
H  5.14  -5.42  -4.59  0.21
H  5.89  -6.34  -3.34  0.31
C  -0.39  2.63  0.34  -1.13
C  0.56  3.05  1.44  0.52
C  1.39  4.26  1.10  -0.53
O  2.61  4.02  1.85  -0.31
C  2.73  2.68  1.98  0.64
O  3.71  2.10  2.32  -0.51
O  1.58  2.06  1.64  -0.32
H  -1.03  1.82  0.69  0.44
H  -1.01  3.46  0.03  0.16
H  0.17  2.25  -0.53  0.27
H  0.03  3.19  2.38  0.34
H  0.93  5.20  1.41  0.31
H  1.64  4.33  0.04  0.30
C  -5.50  2.88  0.69  -1.39
C  -4.63  3.99  1.23  0.51
C  -5.19  5.37  1.01  -0.39
O  -4.00  6.17  0.91  -0.38
C  -3.01  5.36  0.45  0.59
O  -1.96  5.75  0.06  -0.52
O  -3.38  4.06  0.51  -0.28
H  -5.11  1.91  0.97  0.43
H  -6.52  2.96  1.07  0.31
H  -5.53  2.91  -0.40  0.34
H  -4.40  3.81  2.28  0.21
H  -5.81  5.72  1.84  0.33
H  -5.75  5.46  0.08  0.25
C  4.36  4.78  4.14  -1.25
C  5.61  4.85  4.98  0.52
C  5.50  4.14  6.31  -0.45
O  6.40  4.90  7.14  -0.35
C  6.44  6.16  6.63  0.67
O  6.91  7.10  7.20  -0.56
O  5.89  6.20  5.41  -0.36
H  4.54  5.20  3.16  0.40
H  4.04  3.75  4.02  0.19
H  3.56  5.36  4.60  0.26
H  6.47  4.49  4.42  0.23
H  5.81  3.10  6.27  0.35
H  4.50  4.20  6.75  0.31
C  -2.03  -0.70  -5.57  -1.54
C  -0.83  -0.52  -4.67  0.81
C  -0.94  -1.21  -3.33  -0.51
O  -0.15  -0.37  -2.48  -0.22
C  -0.17  0.87  -3.01  0.58
O  0.20  1.85  -2.44  -0.61
O  -0.68  0.86  -4.26  -0.37
H  -1.84  -0.27  -6.55  0.38
H  -2.27  -1.75  -5.69  0.38
H  -2.89  -0.17  -5.15  0.36
H  0.08  -0.82  -5.19  0.01
H  -0.55  -2.23  -3.34  0.30
H  -1.97  -1.23  -2.95  0.31
C  -0.02  -6.01  -0.57  -1.43
C  -0.40  -7.36  -0.02  0.56
C  0.30  -8.52  -0.69  -0.43
O  -0.66  -9.58  -0.56  -0.35
C  -1.89  -9.01  -0.50  0.62
O  -2.91  -9.60  -0.61  -0.52
O  -1.78  -7.67  -0.30  -0.34
H  -0.47  -5.22  0.03  0.39
H  1.06  -5.88  -0.57  0.37
H  -0.39  -5.89  -1.59  0.30
H  -0.26  -7.39  1.06  0.23
H  1.23  -8.80  -0.21  0.34
H  0.49  -8.35  -1.75  0.28
C  -6.27  -7.79  0.94  -1.36
C  -7.33  -8.52  0.16  0.49
C  -6.90  -8.92  -1.23  -0.36
O  -8.15  -8.91  -1.94  -0.34
C  -8.97  -8.03  -1.32  0.61
O  -9.98  -7.62  -1.77  -0.53
O  -8.46  -7.68  -0.11  -0.35
H  -6.58  -7.63  1.97  0.35
H  -5.33  -8.35  0.95  0.35
H  -6.09  -6.80  0.52  0.35
H  -7.68  -9.39  0.73  0.23
H  -6.44  -9.90  -1.27  0.31
H  -6.23  -8.19  -1.69  0.26
C  5.06  8.53  10.95  -1.38
C  4.74  7.19  11.55  0.48
C  5.49  6.03  10.94  -0.15
O  4.58  4.94  11.11  -0.34
C  3.33  5.46  11.15  0.64
O  2.33  4.82  11.06  -0.53
O  3.38  6.81  11.29  -0.36
H  4.58  9.33  11.51  0.36
H  6.14  8.71  10.95  0.37
H  4.69  8.59  9.92  0.34
H  4.88  7.22  12.64  0.23
H  6.44  5.83  11.44  0.32
H  5.68  6.17  9.87  0.01
C  -10.08  5.07  0.59  -1.53
C  -9.54  4.55  -0.72  0.58
C  -10.53  3.76  -1.52  -0.35
O  -9.68  2.84  -2.23  -0.36
C  -8.57  2.65  -1.48  0.58
O  -7.77  1.80  -1.67  -0.54
O  -8.50  3.57  -0.49  -0.25
H  -9.36  5.73  1.07  0.30
H  -11.00  5.63  0.44  0.35
H  -10.27  4.25  1.28  0.45
H  -9.12  5.37  -1.30  0.41
H  -11.10  4.37  -2.21  0.14
H  -11.22  3.18  -0.90  0.32
C  7.55  -5.51  -9.16  -1.43
C  8.07  -6.32  -8.00  0.45
C  7.00  -6.99  -7.18  -0.44
O  7.59  -7.04  -5.88  -0.30
C  8.47  -6.01  -5.79  0.67
O  8.96  -5.63  -4.78  -0.52
O  8.69  -5.47  -7.01  -0.34
H  8.38  -5.14  -9.78  0.36
H  6.90  -6.11  -9.79  0.37
H  7.01  -4.63  -8.81  0.35
H  8.82  -7.04  -8.34  0.24
H  6.76  -7.99  -7.53  0.35
H  6.07  -6.41  -7.13  0.27
C  -13.99  7.52  -4.03  -1.44
C  -13.02  7.93  -2.95  0.46
C  -12.19  9.15  -3.29  -0.51
O  -10.98  8.91  -2.55  -0.34
C  -10.85  7.57  -2.42  0.56
O  -9.86  7.02  -2.06  -0.51
O  -12.00  6.94  -2.75  -0.28
H  -14.64  6.71  -3.68  0.35
H  -14.62  8.36  -4.33  0.38
H  -13.45  7.14  -4.90  0.36
H  -13.55  8.07  -2.00  0.25
H  -12.65  10.08  -2.97  0.32
H  -11.95  9.22  -4.35  0.31

(2)
Molecular formula: C2H3N2S2
Method: DFT, ωB97M-V/def2-TZVPD

Results
LUMO: -0.225 Eh
HOMO energy: -12.675 eV
charge: +1
F_max: 2.66 eV/Å

Last column: Mulliken charge in e.
Atoms and positions in Å:
C  -2.11  0.10  -0.17  0.60
C  2.31  -1.02  0.49  0.31
N  3.16  -0.77  -0.29  -0.24
N  -1.81  1.32  -0.16  -0.27
S  0.85  -1.23  1.07  -0.32
S  -2.62  -1.32  -0.09  -0.03
H  4.12  -0.73  -0.39  0.28
H  -2.07  1.88  0.63  0.31
H  -1.83  1.78  -1.11  0.34

no.,DFT total energy (Eh)
1,-7127.58265
2,-983.57166